# 1
{"formula": "CH22F3LiO18PSZr", "method": "wB97M-V/def2-TZVPD", "elements": ["Li", "Zr", "C", "F", "F", "F", "S", "O", "O", "O", "P", "O", "O", "O", "O", "O", "H", "H", "O", "H", "H", "O", "H", "H", "O", "H", "H", "O", "H", "H", "O", "H", "H", "O", "H", "H", "O", "H", "H", "O", "H", "H", "O", "H", "H", "O", "H", "H"], "positions_angstrom": [[-1.62663, 3.25222, 1.49254], [1.23773, 1.29114, -0.15704], [4.25072, -0.90662, -2.79105], [5.19608, -0.29091, -2.09011], [3.60516, 0.02929, -3.50153], [4.76743, -1.81194, -3.55883], [2.95521, -1.64892, -1.62046], [1.95776, -2.25696, -2.48307], [3.62983, -2.49725, -0.66554], [2.35003, -0.43353, -0.96873], [-0.98062, 0.17776, 0.48615], [-0.47431, 0.29898, -0.95606], [-2.32879, -0.43971, 0.73264], [-0.62306, 1.70988, 0.69703], [0.39144, -0.23745, 1.03382], [1.30104, 1.42914, -2.41297], [1.47557, 2.20353, -2.96331], [0.69561, 0.87310, -2.94129], [0.38006, -1.09859, 3.71430], [0.44882, -0.64959, 2.86014], [-0.49021, -0.86388, 4.05811], [1.61651, 2.69730, 1.57159], [1.96748, 3.59661, 1.64900], [1.19372, 2.51553, 2.42634], [-2.18014, -0.12038, -3.04438], [-3.00916, 0.35778, -2.93797], [-1.64840, 0.10322, -2.25756], [-4.17347, 1.49940, 0.28079], [-4.16024, 1.73645, -0.65425], [-3.40641, 0.89054, 0.40552], [0.65316, 3.38017, -0.90652], [1.16071, 4.16501, -1.16861], [-0.27394, 3.64898, -0.96377], [-2.50397, -2.59098, -0.97955], [-2.21154, -1.86904, -0.39945], [-3.36414, -2.31015, -1.30674], [0.15229, -3.09469, 0.61788], [0.35287, -2.15639, 0.58203], [0.38360, -3.43442, -0.25646], [-4.35867, -0.03026, 2.60800], [-4.36417, -0.88570, 3.05534], [-3.69175, -0.12153, 1.90320], [2.95092, 0.48757, 1.30120], [3.75221, 0.71556, 1.79034], [2.69357, -0.39242, 1.63198], [-2.06840, -2.46367, 2.66739], [-1.20698, -2.71949, 2.31334], [-2.37455, -1.73471, 2.10657]], "forces_ev_per_angstrom": [[-0.368, -1.083, -0.178], [0.707, -4.452, -1.532], [-1.361, 0.284, 1.450], [0.350, 0.077, 0.139], [0.143, 0.049, -0.473], [0.217, -0.376, -0.458], [-0.976, -2.234, -0.540], [1.153, 0.728, 0.559], [-0.162, 1.170, -0.695], [-0.099, 1.724, 0.498], [-1.181, -0.751, -1.116], [0.109, -0.437, -2.777], [2.556, 1.688, 0.149], [-2.508, 4.158, 2.657], [1.388, -1.449, 2.242], [-0.097, 0.496, -0.765], [0.056, -0.107, 0.004], [0.196, -0.366, 0.384], [0.369, 0.610, 0.109], [-0.198, -0.338, 0.177], [-0.056, -0.360, -0.067], [0.081, 1.305, 0.768], [0.147, -0.159, -0.100], [0.214, -0.439, -0.112], [0.135, 0.547, 0.119], [-0.013, -0.118, -0.130], [-0.283, -0.388, -0.361], [1.087, 0.518, -0.035], [-0.154, -0.149, 0.042], [-1.066, 0.248, -0.421], [0.117, 1.477, 0.077], [0.032, -0.179, -0.058], [-0.011, -0.400, -0.169], [0.198, 0.136, 0.093], [-0.486, -0.812, -0.400], [0.056, -0.009, -0.053], [0.026, 0.059, 0.016], [0.327, -0.076, -0.079], [-0.167, -0.044, 0.069], [0.449, 0.009, -0.070], [0.007, 0.059, -0.015], [-0.743, -0.234, 0.700], [-0.114, -0.111, 0.616], [-0.065, 0.194, -0.145], [0.083, -0.033, -0.383], [-0.234, 0.502, 0.253], [-0.099, -0.225, -0.139], [0.242, -0.710, 0.150]], "gap_ev": 6.36, "e_homo_ev": -12.2, "mol_weight_g_mol": 540.37, "relative_energy_kcal_mol": 84.7, "charge": 1}

# 2
{"formula": "CH22O10", "method": "wB97M-V/def2-TZVPD", "elements": ["O", "H", "H", "H", "C", "O", "H", "H", "H", "O", "H", "H", "O", "H", "H", "O", "H", "H", "O", "H", "H", "O", "H", "H", "O", "H", "H", "O", "H", "H", "O", "H", "H"], "positions_angstrom": [[2.86033, 0.05614, 2.75273], [2.38298, -0.16636, 3.55537], [3.42415, 0.83248, 2.78425], [2.26823, 0.02906, 1.99756], [-0.16505, -0.63976, 0.56798], [1.01002, 0.17290, 0.70944], [-1.04068, -0.05517, 0.28582], [-0.10335, -1.38634, -0.22379], [-0.39894, -1.19012, 1.47930], [2.32491, 1.37305, -1.58779], [1.90809, 1.07733, -0.77844], [2.94298, 2.04777, -1.30679], [-3.53119, -0.55731, -1.27816], [-4.17371, -0.93363, -1.87964], [-2.92408, -1.27458, -1.09600], [0.25547, 2.62004, 2.00524], [1.01283, 3.18302, 2.16554], [0.60042, 1.89717, 1.48111], [2.45073, -1.87284, -1.67342], [2.21912, -1.67993, -0.76492], [1.89503, -1.29064, -2.19156], [-3.82957, 1.19444, 1.30999], [-3.50468, 0.33243, 1.57004], [-4.64942, 1.01325, 0.85037], [0.57079, -0.41154, -3.41119], [-0.22403, -0.39230, -2.87817], [0.47014, 0.32130, -4.01870], [-0.60894, 2.61921, -1.03556], [-1.02059, 3.35120, -0.57626], [-0.48281, 1.95261, -0.36032], [-0.82728, -4.37840, 0.68072], [-0.48145, -4.31584, -0.20964], [-0.63046, -3.52863, 1.07488]], "forces_ev_per_angstrom": [[1.027, -1.992, -0.517], [-0.814, -0.124, 2.096], [1.327, 2.088, 0.461], [-2.243, 0.065, -2.642], [1.467, 1.150, 0.143], [-0.684, -0.736, 0.089], [-0.372, 0.322, 0.188], [0.416, -0.396, -0.424], [-0.169, -0.096, 0.433], [0.525, 0.342, -0.816], [-0.652, -0.597, 0.849], [0.097, 0.139, 0.040], [-0.148, 0.181, 0.041], [-0.152, -0.098, -0.192], [0.282, -0.171, 0.124], [-0.499, 0.850, 0.500], [0.168, 0.129, 0.067], [0.336, -1.250, -0.494], [0.216, -0.799, 0.019], [-0.019, 0.370, 0.338], [-0.124, 0.516, -0.318], [-0.078, 0.357, 0.305], [0.203, -0.182, -0.022], [-0.067, -0.091, -0.246], [-0.081, -0.509, -0.251], [-0.193, 0.156, 0.280], [0.171, 0.308, 0.050], [-0.158, 0.168, -0.641], [-0.073, 0.046, 0.268], [0.244, -0.222, 0.297], [-0.278, -0.301, 0.078], [0.187, 0.051, -0.218], [0.135, 0.327, 0.115]], "gap_ev": [3.47, 7.90], "s_squared": 0.751, "spin_multiplicity": 2, "e_homo_ev": [-1.1, -5.5], "mol_weight_g_mol": 194.18, "relative_energy_kcal_mol": 5.0, "charge": -1}

Q: What is the formula in the first record?
A: CH22F3LiO18PSZr